# 1
12
Properties=species:S:1:pos:R:3:mulliken_charge:R:1 method="wB97M-V/def2-TZVPD" largest_force_ha_per_bohr=0.09086 de_lowest_kj_mol=406.2 total_energy_ha=-352.06900 lumo_energy_ev="-13.6 / -13.6" charge=+2 homo_lumo_gap_ev="5.45 / 5.45"
H 0.864 -1.970 -0.945 0.34
N 0.463 -1.033 -0.497 -0.46
C -0.188 -0.226 -1.281 0.57
N -0.476 -0.267 -2.601 -0.35
N -0.610 0.862 -0.500 -0.40
N -0.278 0.910 0.642 0.71
C 0.092 0.463 1.679 0.43
N 0.457 0.566 2.847 -0.09
H -1.008 0.484 -3.189 0.31
H -0.320 -1.113 -3.117 0.25
H 0.228 1.397 3.494 0.39
H 0.778 -0.072 3.467 0.30



# 2
18
Properties=species:S:1:pos:R:3:mulliken_charge:R:1 method="wB97M-V/def2-TZVPD" smiles="CCN(C)C(C)=O" largest_force_ha_per_bohr=0.00559 de_lowest_kj_mol=34.4 total_energy_ha=-327.11823 lumo_energy_ev=0.9 homo_lumo_gap_ev=10.06
C -1.992 0.570 -0.748 -1.02
C -1.435 -0.522 0.165 -0.62
N 0.001 -0.364 0.375 0.05
C 0.417 0.399 1.534 -0.97
C 0.815 -0.653 -0.690 0.94
C 2.265 -0.209 -0.614 -1.35
O 0.386 -1.230 -1.679 -0.64
H -3.076 0.471 -0.868 0.35
H -1.527 0.491 -1.734 0.30
H -1.786 1.566 -0.339 0.27
H -1.610 -1.504 -0.279 0.31
H -1.921 -0.498 1.147 0.38
H -0.079 0.002 2.426 0.31
H 1.493 0.311 1.691 0.37
H 0.164 1.465 1.447 0.30
H 2.724 -0.441 -1.575 0.32
H 2.822 -0.721 0.177 0.35
H 2.340 0.868 -0.435 0.34



# 3
61
Properties=species:S:1:pos:R:3:mulliken_charge:R:1 method="wB97M-V/def2-TZVPD" largest_force_ha_per_bohr=0.09496 total_energy_ha=-2429.22552 lumo_energy_ev=4.4 charge=-5 homo_lumo_gap_ev=1.61
K 1.544 2.284 -5.356 0.95
C 4.470 -5.228 -3.106 -0.82
C 5.124 -6.553 -2.697 0.52
O 6.249 -6.766 -3.167 -0.77
O 4.584 -7.337 -1.979 -0.65
H 5.111 -4.353 -2.993 0.23
H 3.629 -4.850 -2.524 0.31
H 4.101 -5.189 -4.131 0.18
C 0.245 -4.813 3.470 -0.65
C 0.417 -6.208 4.049 0.51
O 1.325 -6.440 4.892 -0.78
O -0.379 -7.057 3.713 -0.70
H 0.489 -4.798 2.407 0.17
H 0.783 -4.113 4.109 0.22
H -0.778 -4.486 3.653 0.23
C 1.932 1.218 5.089 -0.58
C 3.230 1.565 5.823 0.52
O 3.220 2.094 6.913 -0.75
O 4.294 1.343 5.274 -0.73
H 2.010 1.837 4.195 0.11
H 1.090 1.458 5.738 0.23
H 1.969 0.184 4.747 0.20
C -0.759 6.968 -3.832 -0.72
C -1.480 6.747 -5.177 0.53
O -1.745 5.573 -5.524 -0.73
O -1.614 7.708 -5.932 -0.74
H -1.193 7.807 -3.289 0.23
H 0.285 7.138 -4.094 0.20
H -0.756 6.066 -3.220 0.24
C -5.528 -3.689 0.476 -0.62
C -6.691 -3.666 1.399 0.53
O -7.504 -2.660 1.503 -0.80
O -6.889 -4.706 2.054 -0.72
H -4.831 -2.951 0.874 0.15
H -5.854 -3.271 -0.477 0.20
H -4.983 -4.633 0.503 0.27
C -0.309 -0.603 -0.136 -0.80
C -0.398 0.657 -0.996 0.61
O 0.457 1.539 -0.926 -0.78
O -1.210 0.629 -1.920 -0.71
H -1.015 -1.408 -0.343 0.28
H -0.504 -0.263 0.881 0.17
H 0.650 -1.112 -0.042 0.27
O 4.739 0.847 0.030 -0.60
H 5.041 1.385 -0.703 0.27
H 3.787 0.950 0.027 0.34
O -0.376 4.757 2.021 -0.59
H 0.013 4.253 1.306 0.32
H 0.012 5.628 1.940 0.28
O -2.821 1.993 3.376 -0.66
H -2.712 1.281 2.746 0.33
H -2.113 2.604 3.173 0.32
O -3.570 -1.815 -4.287 -0.65
H -3.042 -1.275 -3.699 0.36
H -2.931 -2.351 -4.758 0.29
O -4.131 4.133 -2.212 -0.67
H -3.538 3.382 -2.222 0.34
H -3.816 4.697 -2.919 0.33
O 4.345 4.758 -0.895 -0.61
H 4.819 4.763 -1.727 0.29
H 3.505 4.347 -1.100 0.32



# 4
24
Properties=species:S:1:pos:R:3:mulliken_charge:R:1 method="wB97M-V/def2-TZVPD" smiles=Cc1ccc(O)cc1.CC largest_force_ha_per_bohr=0.02740 de_lowest_kj_mol=33.3 total_energy_ha=-426.56011 lumo_energy_ev=0.9 homo_lumo_gap_ev=9.40
C 0.279 2.727 1.450 -1.61
C 0.087 1.261 1.203 0.58
C -1.177 0.717 1.095 -0.38
C -1.380 -0.631 0.829 -0.59
C -0.275 -1.445 0.674 0.67
O -0.489 -2.719 0.191 -0.54
C 0.999 -0.937 0.852 -0.38
C 1.186 0.408 1.122 -0.60
H 0.235 2.974 2.513 0.38
H -0.477 3.302 0.917 0.36
H 1.265 3.035 1.129 0.38
H -2.056 1.344 1.214 0.35
H -2.398 -0.979 0.884 0.41
H 0.245 -3.279 0.460 0.30
H 1.884 -1.527 0.615 0.31
H 2.173 0.808 1.283 0.34
C 0.202 -0.477 -3.016 -0.69
C 0.392 1.023 -2.919 -0.69
H 1.092 -0.997 -2.644 0.21
H -0.624 -0.735 -2.363 0.17
H 0.152 -0.856 -4.039 0.34
H 0.239 1.406 -1.899 0.05
H 1.383 1.393 -3.134 0.31
H -0.337 1.631 -3.468 0.31



# 5
84
Properties=species:S:1:pos:R:3:lowdin_spin:R:1 method="wB97M-V/def2-TZVPD" largest_force_ha_per_bohr=0.08046 de_lowest_kj_mol=77.5 total_energy_ha=-3316.31627 multiplicity=4 lumo_energy_ev="-8.3 / -8.2" charge=+3 s2=3.753 homo_lumo_gap_ev="8.98 / 9.06"
Er 14.334 9.655 8.005 3.02
C 13.051 9.535 10.917 0.00
N 14.283 10.112 10.354 -0.01
C 15.379 9.670 11.283 0.00
C 14.275 11.553 10.491 0.00
C 13.296 12.312 9.619 0.00
N 13.232 12.022 8.165 0.00
C 13.962 13.098 7.517 0.00
C 11.844 12.189 7.735 0.00
H 12.936 9.845 11.924 0.00
H 13.140 8.497 10.945 0.00
H 12.149 9.829 10.431 0.00
H 15.173 10.065 12.282 0.00
H 16.341 9.989 10.881 0.00
H 15.472 8.616 11.235 0.00
H 15.294 11.872 10.303 0.00
H 14.064 11.825 11.547 0.00
H 13.562 13.352 9.764 0.00
H 12.290 12.219 10.071 0.00
H 13.604 14.114 7.870 0.00
H 13.820 13.021 6.426 0.00
H 15.043 13.079 7.675 0.00
H 11.502 13.208 7.899 0.00
H 11.165 11.532 8.264 0.00
H 11.715 11.983 6.681 0.00
C 22.384 11.341 6.810 0.00
C 21.578 11.122 5.464 0.00
C 21.676 12.389 4.650 0.00
C 22.194 9.847 4.789 0.00
C 20.021 10.895 5.713 0.00
O 19.838 10.332 7.031 0.00
C 19.372 9.869 4.672 0.00
C 19.326 8.462 5.174 0.00
C 18.192 8.151 6.112 0.00
C 18.498 7.731 7.406 0.00
C 17.462 7.417 8.308 0.00
C 16.195 7.457 7.883 0.00
Cl 14.888 6.993 8.950 0.00
C 15.851 7.766 6.524 0.00
C 16.871 8.250 5.690 0.00
C 19.147 12.200 5.755 0.00
N 17.749 11.824 6.008 0.00
C 17.245 11.329 7.118 0.00
N 15.933 11.009 6.938 0.00
C 15.779 11.332 5.582 0.00
N 16.800 11.820 5.044 0.00
H 23.413 11.440 6.489 0.00
H 22.353 10.531 7.530 0.00
H 22.153 12.219 7.365 0.00
H 22.702 12.585 4.432 0.00
H 21.275 13.284 5.192 0.00
H 21.180 12.274 3.666 0.00
H 23.266 10.102 4.596 0.00
H 21.821 9.483 3.863 0.00
H 22.282 9.070 5.501 0.00
H 20.651 10.417 7.573 0.00
H 19.699 9.950 3.663 0.00
H 18.277 10.107 4.512 0.00
H 20.260 8.193 5.638 0.00
H 19.280 7.757 4.325 0.00
H 19.533 7.800 7.712 0.00
H 17.680 7.040 9.286 0.00
H 14.766 7.653 6.230 0.00
H 16.641 8.483 4.674 0.00
H 19.093 12.763 4.808 0.00
H 19.554 12.780 6.633 0.00
H 17.810 11.164 7.984 0.00
H 14.806 11.211 4.998 0.00
C 10.067 6.732 4.893 0.00
C 11.187 7.062 5.857 0.00
S 11.570 8.795 5.715 0.00
O 12.578 9.075 6.884 0.00
C 10.040 9.524 6.344 0.00
C 9.730 9.151 7.765 0.00
H 9.505 5.856 5.295 0.00
H 10.492 6.386 3.964 0.00
H 9.421 7.626 4.685 0.00
H 12.141 6.597 5.618 0.00
H 10.999 6.959 6.871 0.00
H 9.309 9.219 5.626 0.00
H 10.201 10.656 6.269 0.00
H 9.394 8.113 7.737 0.00
H 8.887 9.810 8.103 0.00
H 10.575 9.221 8.406 0.00



# 6
92
Properties=species:S:1:pos:R:3:mulliken_charge:R:1 method="wB97M-V/def2-TZVPD" smiles="C#CCCC[C@]1(CCCP(=O)(OCC)OCC)[C@@H](S(C)(=O)=O)OC(=O)[C@]1(COC)c1ccncc1.C[N+](=O)[O-].C[N+](=O)[O-].C[N+](=O)[O-]" largest_force_ha_per_bohr=0.09815 total_energy_ha=-3067.26181 lumo_energy_ev=-0.3 homo_lumo_gap_ev=9.67
C 2.987 -1.944 -4.607 0.03
C 2.243 -0.979 -4.676 -0.69
C 1.310 0.215 -4.259 0.31
C -0.207 -0.231 -4.099 -0.92
C -0.454 -1.366 -3.022 -0.65
C -0.438 -0.845 -1.484 1.83
C -1.036 0.601 -1.297 -1.47
C -1.023 1.150 0.193 0.46
C -1.306 2.729 0.258 -1.12
P 0.256 3.709 0.619 0.99
O 1.221 2.937 1.473 -0.55
O 0.868 4.102 -0.907 -0.44
C 2.204 4.642 -0.807 -0.19
C 2.897 4.376 -2.234 -0.92
O -0.079 5.198 1.345 -0.39
C 0.464 5.273 2.685 -0.24
C 2.012 5.686 2.727 -0.55
C 0.977 -1.214 -0.861 -1.01
S 2.338 0.027 -0.770 1.36
C 3.219 -0.070 0.864 -0.97
O 1.931 1.432 -0.934 -0.60
O 3.372 -0.322 -1.777 -0.67
O 0.646 -1.536 0.525 -0.35
C -0.673 -2.041 0.709 -0.94
O -1.125 -2.382 1.763 -0.55
C -1.249 -2.060 -0.774 2.66
C -2.799 -1.674 -0.526 -0.86
O -3.660 -2.818 -0.427 -0.17
C -4.103 -3.081 0.920 -0.72
C -0.945 -3.529 -1.253 0.19
C -1.779 -4.254 -2.289 -0.21
C -1.352 -5.631 -2.613 -0.48
N -0.290 -6.370 -2.158 -0.60
C 0.498 -5.747 -1.222 -0.42
C 0.203 -4.360 -0.786 -0.45
H 3.771 -2.714 -4.789 0.38
H 1.328 0.916 -5.159 0.45
H 1.717 0.814 -3.400 -0.37
H -0.901 0.664 -3.996 0.37
H -0.489 -0.687 -5.106 0.47
H -1.498 -1.768 -3.232 0.11
H 0.344 -2.154 -3.206 0.21
H -2.080 0.731 -1.716 0.35
H -0.389 1.319 -1.901 0.44
H -0.004 0.911 0.628 -0.15
H -1.780 0.680 0.881 0.26
H -2.067 3.000 1.049 0.39
H -1.685 3.116 -0.740 0.37
H 2.859 4.129 -0.049 0.27
H 2.204 5.774 -0.692 0.35
H 2.360 3.574 -2.823 0.09
H 3.974 4.056 -2.105 0.28
H 2.879 5.306 -2.890 0.31
H 0.243 4.369 3.326 0.17
H -0.079 6.136 3.193 0.40
H 2.228 6.390 3.589 0.26
H 2.594 4.739 2.976 0.06
H 2.384 6.094 1.748 0.19
H 1.482 -2.090 -1.382 0.40
H 2.530 -0.315 1.717 0.21
H 4.101 -0.779 0.796 0.38
H 3.649 0.958 1.091 0.31
H -3.187 -1.067 -1.410 0.11
H -2.926 -1.016 0.379 0.29
H -3.321 -3.758 1.396 0.25
H -4.326 -2.165 1.533 0.28
H -5.034 -3.730 0.840 0.26
H -2.669 -3.753 -2.768 0.26
H -2.013 -6.163 -3.365 0.25
H 1.385 -6.285 -0.783 0.35
H 0.926 -3.913 -0.036 0.21
C 2.730 3.917 6.442 -0.65
N 3.577 5.049 5.980 0.92
O 4.778 4.863 5.918 -0.54
O 3.002 6.085 5.695 -0.52
H 3.370 3.066 6.658 0.29
H 2.206 4.244 7.338 0.29
H 2.031 3.681 5.640 0.21
C 0.312 -2.025 4.756 -0.23
N 0.340 -0.777 5.565 0.93
O 0.122 0.272 4.986 -0.52
O 0.581 -0.897 6.753 -0.58
H 0.087 -1.769 3.724 -0.21
H 1.294 -2.489 4.834 0.29
H -0.462 -2.668 5.170 0.31
C -5.225 -4.820 -2.934 -0.24
N -6.144 -4.145 -3.888 0.94
O -7.281 -4.571 -3.969 -0.57
O -5.687 -3.209 -4.520 -0.55
H -5.761 -5.629 -2.444 0.35
H -4.385 -5.207 -3.507 0.20
H -4.900 -4.076 -2.208 -0.06



# 7
24
Properties=species:S:1:pos:R:3:mulliken_charge:R:1 method="wB97M-V/def2-TZVPD" largest_force_ha_per_bohr=0.08869 de_lowest_kj_mol=140.1 total_energy_ha=-1073.56209 lumo_energy_ev=0.6 charge=-1 homo_lumo_gap_ev=4.89
O -0.886 -3.166 6.102 -0.69
N -1.625 -3.095 5.124 0.68
C -2.211 -2.103 4.343 -0.21
C -2.656 -2.656 3.117 0.63
N -2.485 -4.011 3.178 -0.54
O -1.795 -4.246 4.351 -0.19
C -3.061 -1.819 1.978 -0.64
N -3.750 -2.293 0.808 0.92
O -3.920 -3.512 0.603 -0.68
O -4.178 -1.440 -0.012 -0.70
C -3.443 -0.340 2.294 -0.53
C -2.639 0.128 3.463 0.31
N -2.502 1.420 3.912 0.72
O -2.974 2.484 3.533 -0.74
O -1.740 1.339 5.094 -0.20
N -1.571 0.019 5.509 -0.55
C -2.163 -0.709 4.490 0.78
H -3.758 0.438 1.524 0.40
H -4.333 -0.757 2.776 0.24
B -7.311 1.949 0.849 0.01
H -7.280 2.012 2.086 0.00
H -6.198 2.310 0.333 0.01
C -7.984 0.723 0.262 0.34
N -8.161 -0.428 0.031 -0.36



# 8
9
Properties=species:S:1:pos:R:3:mulliken_charge:R:1 method="wB97M-V/def2-TZVPD" largest_force_ha_per_bohr=0.08571 de_lowest_kj_mol=594.1 total_energy_ha=-229.80167 lumo_energy_ev=-0.9 homo_lumo_gap_ev=9.27
C 1.585 -0.034 -0.042 0.28
C 2.342 -1.027 0.061 -0.43
C 0.173 0.255 -0.464 0.37
C -1.011 -0.101 0.305 -0.99
O 0.998 1.239 0.095 -0.36
H 0.039 0.099 -1.804 0.24
H -0.780 -0.161 1.411 0.31
H -1.563 -0.985 -0.089 0.29
H -1.785 0.715 0.526 0.29